[1]
# C39H34CaF11NO6P2S2

C39H34CaF11NO6P2S2 as an isolated structure (ωB97M-V/def2-TZVPD, OMol25).

Values from the calculation:
Gap between HOMO and LUMO (alpha / beta): 5.64 / 3.48 eV
Relative energy (zero: lowest compared OMol25 entry of this formula, charge and spin): 0.299 eV
HOMO level (alpha / beta): -0.060 / 0.020 Ha
F_max: 1.42 eV/Å

ORCA input file:
```
! RIJCOSX wB97M-V def2-TZVPD def2/J DEFGRID3
* xyz -2 1
Ca 0.4380 2.1374 -0.4988
O -1.0733 0.4789 -1.1835
P -1.6597 -0.8850 -1.3035
C -0.5943 -2.0880 -2.1022
P 1.2442 -2.0620 -1.6910
O 1.6984 -0.6472 -1.8083
C 2.0022 -3.2494 -2.6827
C 2.6485 -2.8605 -3.9018
C 3.1426 -3.7850 -4.7773
C 3.0272 -5.1727 -4.5354
C 2.3660 -5.5671 -3.3649
C 1.8560 -4.6633 -2.4675
C 1.2990 -2.6296 0.0396
C 0.5542 -3.6914 0.5502
C 0.6751 -4.0649 1.8781
C 1.5432 -3.3731 2.7127
C 2.2857 -2.3121 2.2136
C 2.1634 -1.9398 0.8849
C -3.1723 -0.8150 -2.3081
C -3.7032 -1.9311 -2.9574
C -4.8619 -1.8177 -3.7069
C -5.4887 -0.5825 -3.8191
C -4.9548 0.5335 -3.1865
C -3.7962 0.4243 -2.4317
C -2.1854 -1.5475 0.2972
C -2.9498 -2.7104 0.4024
C -3.2864 -3.2087 1.6489
C -2.8588 -2.5473 2.7945
C -2.1045 -1.3881 2.6933
C -1.7657 -0.8858 1.4443
H -0.5855 -1.8467 -3.1720
H -0.9884 -3.1042 -2.0094
H 2.7599 -1.8049 -4.1073
H 3.6436 -3.4374 -5.6754
H 3.4255 -5.9002 -5.2301
H 2.2550 -6.6264 -3.1473
H 1.3724 -5.0322 -1.5701
H -0.1418 -4.2310 -0.0844
H 0.0782 -4.8823 2.2635
H 1.6272 -3.6499 3.7574
H 2.9517 -1.7595 2.8629
H 2.7147 -1.0923 0.4944
H -3.2042 -2.8912 -2.8949
H -5.2682 -2.6867 -4.2096
H -6.3916 -0.4903 -4.4115
H -5.4316 1.5009 -3.2800
H -3.3754 1.2896 -1.9364
H -3.2962 -3.2237 -0.4876
H -3.8851 -4.1088 1.7270
H -3.1155 -2.9426 3.7707
H -1.7718 -0.8645 3.5793
H -1.1857 0.0319 1.3840
F 2.4820 1.5635 -3.3644
C 3.7282 1.5852 -2.9190
F 4.2345 0.3614 -2.9306
F 4.4568 2.3396 -3.7623
S 3.8796 2.3025 -1.2110
O 2.7668 1.8394 -0.4309
O 5.2034 1.9199 -0.8348
N 3.7847 3.8751 -1.4225
S 2.3457 4.5196 -1.4067
O 1.3388 3.6936 -2.0435
O 1.9570 5.1070 -0.1626
C 2.6046 5.9234 -2.5783
F 3.6275 6.6972 -2.1962
F 2.8337 5.4961 -3.8190
F 1.4954 6.6704 -2.5848
C 0.1042 3.6984 3.0554
C 0.7302 2.3065 3.2102
C 2.2199 2.5107 3.5569
C 0.6141 1.5483 1.9060
C 0.0249 1.5061 4.2970
C 0.6427 0.3991 4.8921
C -0.0075 -0.3848 5.8291
C -1.3127 -0.0940 6.2028
C -1.9480 0.9921 5.6185
C -1.2883 1.7782 4.6842
H 0.7040 4.2796 2.3527
H 0.0649 4.2490 4.0029
H -0.8962 3.6448 2.6286
H 2.6833 3.1084 2.7703
H 2.7710 1.5710 3.6049
H 2.3450 3.0384 4.5102
H 1.0916 0.5690 2.0847
H 1.6480 0.1388 4.5988
H 0.5073 -1.2361 6.2612
H -1.8279 -0.7107 6.9299
H -2.9721 1.2301 5.8812
H -1.8150 2.6087 4.2325
F -1.9462 4.4271 0.6642
C -1.7954 3.6108 -0.4702
F -2.9503 2.7952 -0.3963
C -2.1304 4.5492 -1.6186
F -1.2129 5.5370 -1.7215
F -2.1124 3.8736 -2.7976
F -3.3505 5.1654 -1.5603
*
```

Atom charges from the Löwdin analysis, given in e for atoms 1 to 8:
1. Ca 1.305
2. O -0.438
3. P 0.741
4. C -0.294
5. P 0.670
6. O -0.346
7. C -0.344
8. C -0.133

=====

[2]
# C19H24N2O5S

C19H24N2O5S in the gas phase (ωB97M-V/def2-TZVPD, OMol25).

Values from the calculation:
Gap between HOMO and LUMO: 7.46 eV
Relative energy (zero: lowest compared OMol25 entry of this formula, charge and spin): 18.336 eV
HOMO level: -0.268 Ha
F_max: 16.57 eV/Å
SMILES string: CCOC(=O)CN(Cc1sccc1C)C(=O)Nc1ccc(OC)cc1OC

ORCA input file:
```
! RIJCOSX wB97M-V def2-TZVPD def2/J DEFGRID3
* xyz 0 1
C 0.8851 -4.7298 1.3294
C 0.1390 -4.1616 0.1417
O -0.4380 -2.9134 0.4261
C -1.7206 -3.0093 1.1643
O -2.3294 -3.9974 1.2890
C -2.1794 -1.8530 1.6952
N -1.8498 -0.6598 0.9196
C -2.7822 -0.5190 -0.2267
C -2.5648 -1.5345 -1.3787
S -3.9957 -2.6862 -1.3267
C -2.7107 -3.7267 -2.6852
C -1.6296 -3.1154 -2.6291
C -1.4731 -1.7942 -2.0985
C -0.4209 -0.9879 -2.1027
C -0.9402 0.1008 1.3246
O -0.3408 -0.0854 2.6625
N -0.3490 1.1198 0.5750
C 0.5212 2.0508 0.4918
C 1.1294 2.2488 1.9982
C 2.2293 3.2155 1.9471
C 2.4023 4.1338 0.9495
O 3.6703 4.8375 0.9353
C 4.0789 5.1987 2.0898
C 1.7218 3.8373 -0.4353
C 0.7933 2.9059 -0.4254
O 0.1989 2.3826 -1.5289
C 0.4231 3.3267 -2.6370
H 0.3762 -5.2208 2.0596
H 1.6843 -3.9034 1.8953
H 1.6128 -5.5953 0.9126
H -0.5277 -4.9038 -0.2405
H 0.8836 -3.6930 -0.6328
H -3.4887 -1.9558 1.7058
H -2.0287 -1.6885 2.5979
H -2.4310 0.5201 -0.6870
H -3.9095 -0.6050 -0.0505
H -3.2080 -4.5189 -3.0120
H -0.8729 -3.3061 -3.3267
H 0.3666 -1.2245 -2.6403
H -0.4439 0.1266 -2.3731
H 0.2247 -0.9089 -1.2268
H -0.7535 1.0919 -0.4997
H 0.9422 1.6174 2.8366
H 2.5180 3.4146 2.9631
H 3.3609 5.6747 2.7056
H 4.7257 4.3116 2.5694
H 4.7428 6.2097 1.8748
H 2.0425 4.5043 -1.0145
H 1.6258 3.1270 -3.0647
H 0.2611 4.4676 -2.4242
H -0.1714 2.8738 -3.3926
*
```

Atom charges from the Löwdin analysis, given in e for atoms 1 to 8:
1. C -0.087
2. C -0.289
3. O -0.065
4. C -0.465
5. O 0.166
6. C -0.050
7. N -0.008
8. C -0.126

=====

[3]
# C6H30O9

A 10-piece molecular cluster, C6H30O9 overall (ωB97M-V/def2-TZVPD, OMol25).

Values from the calculation:
Gap between HOMO and LUMO: 9.26 eV
Relative energy (zero: lowest compared OMol25 entry of this formula, charge and spin): 4.361 eV
HOMO level: -0.336 Ha
F_max: 7.31 eV/Å
SMILES string: C=C(CC)CC.O.O.O.O.O.O.O.O.O

ORCA input file:
```
! RIJCOSX wB97M-V def2-TZVPD def2/J DEFGRID3
* xyz 0 1
C 0.3234 0.2649 -0.8529
C -0.1177 1.4186 -1.4269
C -0.3112 2.5323 -0.5060
C -1.5660 2.3674 0.3672
C -0.5616 1.6336 -2.7800
C -0.8183 0.3312 -3.4818
H 0.5036 0.2032 0.1850
H 0.7243 -0.6060 -1.2929
H -0.4917 3.5020 -0.9873
H 0.5503 2.7441 0.1756
H -1.5415 1.6543 1.2219
H -2.5517 2.1852 -0.0952
H -1.7396 3.3582 0.7313
H 0.1731 2.2051 -3.4595
H -1.3679 2.3350 -2.9189
H 0.0079 -0.0511 -4.0280
H -1.6661 0.2173 -4.2074
H -0.9015 -0.5000 -2.8219
O 0.6187 -4.2596 1.4555
H -0.1871 -4.3501 1.8858
H 0.4436 -4.0099 0.4961
O 0.6246 -3.2550 -1.5796
H 0.2514 -3.1284 -2.3580
H 1.5919 -3.0431 -1.6248
O 2.0396 -0.5800 3.8462
H 2.2942 -1.4441 4.0296
H 1.6152 -0.9054 3.0243
O 3.1046 2.4011 1.4054
H 3.0095 3.2316 1.7404
H 2.5783 1.6687 1.8516
O 4.2988 -0.6637 1.8447
H 4.3002 -0.1548 2.6344
H 4.1859 -0.0662 1.0547
O -3.0439 -0.7567 -0.1837
H -3.4535 -0.6799 -0.9810
H -3.0971 0.1156 0.1379
O 2.6701 -2.9138 2.5571
H 2.3526 -3.7016 1.9886
H 3.4640 -2.5898 2.0576
O -3.8993 1.1407 -2.4037
H -3.6632 0.5372 -3.1048
H -3.0502 1.6822 -2.4092
O -2.3468 0.1681 3.2456
H -3.2003 0.3573 2.8831
H -2.1496 -0.5959 2.6842
*
```

Atom charges from the Löwdin analysis, given in e for atoms 1 to 8:
1. C 0.085
2. C -0.340
3. C -0.224
4. C -0.092
5. C -0.233
6. C -0.117
7. H 0.056
8. H 0.032

=====

[4]
# C18H38N4O6

A 4-piece molecular cluster, C18H38N4O6 overall (ωB97M-V/def2-TZVPD, OMol25).

Values from the calculation:
Gap between HOMO and LUMO: 7.86 eV
HOMO level: -0.332 Ha
F_max: 5.66 eV/Å
SMILES string: [H]/N=C/CC1=CC(=O)OC1=O.COC[C@@H](C)N.COC[C@@H](C)N.COC[C@@H](C)N

ORCA input file:
```
! RIJCOSX wB97M-V def2-TZVPD def2/J DEFGRID3
* xyz 0 1
H -0.7614 4.7250 -1.4071
N 0.2175 4.3934 -1.4073
C 0.3373 3.3348 -2.1830
C 1.7498 2.5913 -2.3248
C 1.6267 1.0406 -1.9073
C 2.5959 0.3731 -1.1138
C 1.9200 -1.0770 -0.9965
O 2.4504 -1.9057 -0.2177
O 0.7416 -1.2747 -1.7661
C 0.4462 0.0365 -2.2721
O -0.6338 0.2249 -2.8553
H -0.6239 2.9830 -2.7081
H 2.4334 3.0815 -1.5331
H 2.2621 2.7519 -3.3281
H 3.5679 0.7216 -0.6508
C -4.5722 3.7769 -4.6773
O -3.7866 2.9750 -3.8117
C -4.5300 2.2725 -2.8190
C -5.1273 0.9347 -3.3031
C -6.3801 1.1032 -4.1578
N -4.1436 0.1422 -4.0505
H -5.4256 4.2271 -4.1607
H -4.9118 3.1889 -5.5323
H -3.9393 4.5800 -5.0601
H -3.8131 2.0498 -2.0213
H -5.2963 2.9199 -2.3752
H -5.4194 0.3660 -2.4134
H -6.1571 1.4693 -5.1619
H -6.8912 0.1437 -4.2748
H -7.0830 1.7978 -3.6887
H -3.3443 -0.0384 -3.4448
H -3.7603 0.7449 -4.7792
C 0.7586 0.3424 1.8534
O 1.0026 1.5867 1.2262
C 0.1114 2.6330 1.6073
C 0.5105 3.3615 2.9067
C 0.1718 2.5774 4.1711
N 1.9402 3.6960 2.9218
H -0.3089 0.1621 2.0131
H 1.3002 0.2812 2.7995
H 1.1482 -0.4405 1.2034
H 0.1497 3.3607 0.7904
H -0.9224 2.2685 1.6493
H -0.0595 4.2962 2.9458
H 0.8434 1.7321 4.3335
H 0.2530 3.2222 5.0505
H -0.8531 2.1975 4.1327
H 2.1440 4.2905 2.1199
H 2.4539 2.8376 2.7204
C 5.1961 -5.7824 3.4986
O 4.6890 -4.7836 2.6306
C 3.6837 -5.2386 1.7285
C 2.2618 -5.2581 2.3248
C 2.0067 -6.4456 3.2484
N 1.9630 -4.0169 3.0499
H 5.2482 -6.7622 3.0136
H 4.5901 -5.8383 4.4053
H 6.2058 -5.4911 3.7946
H 3.6888 -4.5226 0.8999
H 3.9559 -6.2107 1.2994
H 1.5580 -5.3438 1.4897
H 2.5063 -6.3417 4.2137
H 0.9370 -6.5446 3.4525
H 2.3436 -7.3787 2.7877
H 2.0533 -3.2337 2.4043
H 2.7206 -3.8664 3.7167
*
```

Atom charges from the Löwdin analysis, given in e for atoms 1 to 8:
1. H 0.049
2. N 0.054
3. C -0.194
4. C -0.086
5. C -0.071
6. C 0.116
7. C -0.355
8. O 0.062

=====

[5]
# C3H8N2

C3H8N2 in the gas phase (ωB97M-V/def2-TZVPD, OMol25).

Values from the calculation:
Gap between HOMO and LUMO: 9.20 eV
Relative energy (zero: lowest compared OMol25 entry of this formula, charge and spin): 5.750 eV
HOMO level: -0.302 Ha
F_max: 6.02 eV/Å
SMILES string: C=NN(C)C

ORCA input file:
```
! RIJCOSX wB97M-V def2-TZVPD def2/J DEFGRID3
* xyz 0 1
C 2.1451 -0.2180 -0.1375
N 1.0077 -0.6990 0.0240
N -0.1755 -0.1755 -0.2783
C -0.3539 1.2764 0.0417
C -1.3199 -0.9485 -0.0808
H 2.1903 0.9180 -0.3234
H 3.1126 -0.9214 0.2422
H -1.4547 1.4643 0.0888
H -0.2890 1.8866 -0.9421
H 0.1303 1.1603 1.0948
H -1.0049 -1.6007 0.9138
H -2.4179 -0.3134 0.1864
H -1.5702 -1.8293 -0.8296
*
```

Atom charges from the Löwdin analysis, given in e for atoms 1 to 8:
1. C -0.109
2. N -0.102
3. N -0.366
4. C -0.079
5. C -0.162
6. H 0.071
7. H 0.121
8. H 0.049

=====

| no. | total energy (eV) |
| --- | --- |
| 1 | -143352.39997 |
| 2 | -44129.40629 |
| 3 | -25133.61170 |
| 4 | -37523.51866 |
| 5 | -6216.09723 |